{
  "formula": "CH6N3OS",
  "method": "ωB97M-V with the def2-TZVPD basis set",
  "symbols": ["C", "N", "N", "N", "O", "S", "H", "H", "H", "H", "H", "H"],
  "coordinates": [[0.23, 0.57, -0.63], [-0.26, 1.19, -1.68], [-0.09, -0.68, -0.32], [0.31, -1.18, 0.94], [1.08, 1.21, 0.11], [-1.00, -1.42, 2.04], [-0.94, 0.78, -2.30], [0.05, 2.14, -1.88], [-0.79, -1.19, -0.85], [0.83, -2.04, 0.83], [1.40, 0.68, 0.86], [-0.82, -0.06, 2.88]],
  "orbital_gap_ev": 10.35,
  "total_charge": 1,
  "energy_ev": -18479.5710,
  "e_homo_ev": -13.9,
  "smiles": "N/C(O)=[NH+]/NS"
}

***

{
  "formula": "C27H29AuN8OSeSi",
  "method": "ωB97M-V with the def2-TZVPD basis set",
  "symbols": ["Au", "C", "N", "C", "C", "N", "N", "C", "N", "N", "H", "H", "H", "H", "H", "H", "H", "H", "H", "H", "H", "O", "Si", "C", "C", "C", "C", "C", "C", "C", "C", "C", "C", "C", "C", "C", "C", "C", "C", "C", "C", "H", "H", "H", "H", "H", "H", "H", "H", "H", "H", "H", "H", "H", "H", "H", "Se", "N", "C", "C", "C", "C", "N", "C", "N", "H", "H", "H"],
  "coordinates": [[0.95, -0.42, 1.32], [5.38, -0.36, -0.35], [5.21, -0.91, 0.99], [6.40, -1.38, 1.67], [3.98, -1.02, 1.49], [2.91, -0.82, 0.78], [3.88, -1.38, 2.82], [2.77, -1.75, 3.55], [3.06, -2.23, 4.78], [1.57, -1.62, 3.11], [6.40, 0.01, -0.45], [4.70, 0.47, -0.51], [5.21, -1.12, -1.12], [7.20, -1.49, 0.94], [6.24, -2.35, 2.13], [6.74, -0.66, 2.42], [3.06, -0.67, -0.20], [4.75, -1.38, 3.34], [3.99, -2.48, 5.06], [2.31, -2.51, 5.39], [0.84, -1.96, 3.71], [-1.14, -0.57, 1.06], [-2.00, -0.43, -0.24], [-3.93, -0.40, 0.01], [-4.45, -0.47, 1.28], [-5.83, -0.40, 1.43], [-6.65, -0.28, 0.33], [-6.11, -0.20, -0.94], [-4.73, -0.27, -1.11], [-1.76, 1.23, -1.14], [-1.87, 2.38, -0.35], [-1.81, 3.64, -0.90], [-1.61, 3.79, -2.26], [-1.46, 2.66, -3.06], [-1.56, 1.40, -2.51], [-1.92, -2.07, -1.28], [-0.94, -2.16, -2.25], [-0.83, -3.33, -3.00], [-1.67, -4.40, -2.75], [-2.63, -4.31, -1.76], [-2.76, -3.14, -1.02], [-3.82, -0.58, 2.14], [-6.24, -0.45, 2.43], [-7.73, -0.25, 0.45], [-6.74, -0.10, -1.81], [-4.32, -0.22, -2.10], [-2.03, 2.27, 0.71], [-1.93, 4.50, -0.26], [-1.57, 4.77, -2.71], [-1.30, 2.78, -4.12], [-1.48, 0.53, -3.16], [-0.27, -1.34, -2.44], [-0.08, -3.39, -3.77], [-1.59, -5.30, -3.34], [-3.28, -5.14, -1.54], [-3.52, -3.07, -0.26], [1.86, 2.03, -2.99], [1.61, 3.59, -2.29], [1.35, 3.46, -1.00], [1.08, 4.49, -0.08], [0.83, 4.11, 1.22], [0.84, 2.76, 1.58], [1.10, 1.78, 0.74], [1.36, 2.09, -0.53], [1.64, 1.19, -1.47], [1.07, 5.51, -0.41], [0.61, 4.85, 1.97], [0.63, 2.47, 2.60]],
  "orbital_gap_ev": [3.29, 3.20],
  "total_charge": 2,
  "energy_ev": -119338.4188,
  "e_homo_ev": [-12.6, -12.6]
}

***

{
  "formula": "C32H30As2N6O8Pt",
  "method": "ωB97M-V with the def2-TZVPD basis set",
  "symbols": ["Pt", "C", "C", "N", "C", "C", "N", "C", "C", "C", "C", "C", "N", "C", "C", "N", "C", "C", "N", "C", "C", "C", "N", "C", "C", "H", "H", "H", "H", "H", "H", "H", "H", "H", "H", "H", "H", "C", "O", "C", "O", "C", "C", "As", "C", "C", "C", "As", "C", "C", "O", "O", "C", "C", "O", "O", "C", "C", "O", "O", "C", "H", "H", "H", "H", "H", "H", "H", "H", "H", "H", "H", "H", "H", "H", "H", "H", "H", "H"],
  "coordinates": [[-0.51, -0.35, -0.41], [-4.39, -2.15, -0.12], [-3.01, -2.07, 0.01], [-2.36, -1.13, -0.73], [-2.97, -0.65, -1.87], [-4.35, -0.80, -1.97], [-5.07, -1.47, -1.08], [-1.99, -0.21, -2.88], [-2.17, -0.10, -4.28], [-1.02, -0.01, -5.05], [0.24, 0.27, -4.52], [0.34, 0.24, -3.12], [-0.74, -0.10, -2.39], [1.50, 0.53, -2.29], [2.74, 0.89, -2.80], [3.82, 1.13, -2.08], [3.66, 0.86, -0.75], [2.45, 0.50, -0.20], [1.37, 0.26, -0.94], [-1.03, -0.36, -6.53], [-2.01, -1.21, -7.04], [-1.89, -1.74, -8.29], [-0.92, -1.43, -9.16], [0.12, -0.73, -8.65], [0.09, -0.12, -7.39], [-5.07, -2.82, 0.47], [-2.42, -2.68, 0.69], [-4.96, -0.32, -2.73], [-3.22, -0.24, -4.61], [1.06, 0.53, -5.20], [2.89, 0.97, -3.92], [4.51, 1.18, -0.18], [2.27, 0.31, 0.88], [-2.98, -1.48, -6.51], [-2.65, -2.40, -8.71], [1.03, -0.81, -9.22], [0.87, 0.56, -7.06], [0.24, -2.93, 5.50], [0.48, -3.60, 4.21], [0.12, -2.80, 3.11], [-0.67, -3.25, 2.28], [0.55, -1.42, 3.07], [1.72, -0.89, 3.54], [1.71, 0.89, 4.54], [3.70, 1.44, 4.29], [0.76, 1.88, 3.05], [-0.48, 1.48, 2.62], [-0.65, -0.35, 2.01], [-2.26, -0.85, 3.04], [-1.64, 2.40, 2.59], [-1.67, 3.39, 3.35], [-2.66, 2.10, 1.75], [-3.77, 3.12, 1.70], [1.11, 3.32, 2.88], [1.71, 3.95, 3.78], [0.76, 3.82, 1.68], [1.51, 5.09, 1.36], [3.00, -1.69, 3.76], [3.61, -1.75, 4.81], [3.41, -2.19, 2.58], [4.48, -3.16, 2.64], [0.94, -2.08, 5.72], [0.46, -3.71, 6.24], [-0.81, -2.59, 5.47], [4.17, 0.80, 5.09], [3.67, 2.53, 4.46], [4.11, 1.19, 3.29], [-2.19, -0.58, 4.09], [-2.47, -1.91, 2.94], [-3.07, -0.29, 2.60], [-4.29, 3.12, 2.65], [-4.43, 2.79, 0.86], [-3.44, 4.12, 1.41], [2.53, 4.85, 1.04], [1.44, 5.73, 2.25], [1.03, 5.46, 0.42], [4.08, -4.04, 2.15], [4.64, -3.36, 3.73], [5.37, -2.84, 2.08]],
  "orbital_gap_ev": [5.29, 4.90],
  "total_charge": 4,
  "multiplicity": 5,
  "energy_ev": -183865.6779,
  "e_homo_ev": [-17.7, -19.4],
  "s2": 6.06
}

***

{
  "formula": "C7H7FIN",
  "method": "ωB97M-V with the def2-TZVPD basis set",
  "symbols": ["C", "C", "C", "C", "C", "C", "C", "N", "F", "I", "H", "H", "H", "H", "H", "H", "H"],
  "coordinates": [[-1.60, 1.60, 0.28], [-0.66, 1.83, -0.70], [-1.52, 0.60, 1.22], [0.50, 0.96, -0.67], [-0.37, -0.19, 1.26], [0.72, 0.03, 0.37], [1.11, -3.28, -0.70], [1.86, -0.68, 0.53], [1.92, -3.16, -1.78], [-0.81, -2.75, -1.01], [-2.43, 2.28, 0.33], [-0.70, 2.70, -1.42], [-2.42, 0.40, 1.86], [1.16, 1.06, -1.59], [-0.29, -0.84, 2.12], [1.56, -3.03, 0.32], [2.53, -0.31, -0.21]],
  "orbital_gap_ev": [8.24, 7.92],
  "multiplicity": 3,
  "energy_ev": -19676.5809,
  "e_homo_ev": [-7.7, -9.4],
  "s2": 2.06
}

***

{
  "formula": "C19H18ClN3O3S",
  "method": "ωB97M-V with the def2-TZVPD basis set",
  "symbols": ["C", "C", "C", "C", "C", "C", "C", "Cl", "H", "H", "O", "C", "C", "N", "N", "C", "N", "C", "C", "C", "C", "C", "C", "H", "H", "H", "H", "H", "S", "C", "C", "O", "O", "H", "C", "H", "H", "H", "H", "H", "H", "H", "H", "H", "H"],
  "coordinates": [[-4.63, -1.15, 1.84], [-4.02, -0.11, 0.96], [-2.85, 0.54, 1.32], [-2.26, 1.49, 0.49], [-2.88, 1.84, -0.70], [-4.04, 1.20, -1.08], [-4.60, 0.23, -0.27], [-6.04, -0.58, -0.79], [-4.53, 1.46, -2.01], [-2.48, 2.61, -1.34], [-1.10, 2.04, 0.97], [-0.14, 2.58, 0.09], [1.13, 1.79, 0.21], [2.31, 2.27, 0.44], [3.18, 1.25, 0.52], [2.50, 0.15, 0.35], [1.18, 0.42, 0.14], [0.14, -0.50, -0.10], [-0.16, -1.47, 0.85], [-1.19, -2.36, 0.61], [-1.92, -2.29, -0.56], [-1.61, -1.33, -1.51], [-0.58, -0.43, -1.29], [-0.32, 0.30, -2.04], [-2.17, -1.28, -2.43], [-2.73, -2.98, -0.74], [-1.42, -3.11, 1.35], [0.42, -1.52, 1.76], [3.18, -1.44, 0.35], [4.93, -0.92, 0.42], [5.16, 0.16, -0.63], [4.68, 0.17, -1.73], [6.05, 1.05, -0.20], [6.16, 1.76, -0.85], [5.83, -2.12, 0.14], [5.63, -2.91, 0.86], [6.87, -1.82, 0.22], [5.64, -2.50, -0.86], [5.11, -0.50, 1.41], [0.08, 3.61, 0.39], [-0.48, 2.57, -0.95], [-2.37, 0.30, 2.25], [-4.04, -1.29, 2.73], [-5.64, -0.86, 2.12], [-4.71, -2.10, 1.30]],
  "orbital_gap_ev": 9.12,
  "energy_ev": -53965.9492,
  "e_homo_ev": -8.5,
  "smiles": "Cc1cc(OCc2nnc(S[C@@H](C)C(=O)O)n2-c2ccccc2)ccc1Cl"
}

***

{
  "formula": "C3H12NO2S",
  "method": "ωB97M-V with the def2-TZVPD basis set",
  "symbols": ["C", "N", "C", "C", "S", "H", "H", "H", "H", "H", "H", "H", "H", "H", "H", "O", "H", "H", "O"],
  "coordinates": [[-1.73, 1.17, 0.31], [-0.51, 1.73, -0.25], [0.69, 1.46, 0.54], [0.98, -0.06, 0.86], [2.68, -0.45, 0.25], [-2.54, 1.58, -0.30], [-1.82, 1.58, 1.32], [-1.80, 0.08, 0.32], [-0.30, 1.42, -1.18], [1.61, 1.74, 0.03], [0.64, 2.03, 1.47], [0.27, -0.65, 0.28], [0.81, -0.25, 1.93], [1.38, -0.85, -2.33], [-0.13, -0.82, -2.12], [0.60, -0.29, -2.44], [-0.70, -3.23, -0.23], [0.17, -2.69, 0.91], [-0.32, -3.48, 0.62]],
  "orbital_gap_ev": 6.02,
  "total_charge": -1,
  "energy_ev": -19726.4595,
  "e_homo_ev": -2.7
}